# 1
DFT (the ωB97M-V functional and the def2-TZVPD basis) results for a 10-piece molecular cluster, C47H102BN9O17S2Si overall.

SMILES ... C#C[C@@](COC)(CSCC)OC[C@H](S)O[C@](CCO[Si](C)(C)C)(CCC(=O)O)CB(O)O.CN(C)C=O.CN(C)C=O.CN(C)C=O.CN(C)C=O.CN(C)C=O.CN(C)C=O.CN(C)C=O.CN(C)C=O.CN(C)C=O
2S+1 ... 1
HOMO energy ... -7.88 eV
Frontier orbital gap ... 0.2964 Ha
Energy ... -128825.2796 eV
Charge ... 0
Max |F| ... 9.98 eV Å⁻¹

Geometry (Å):
C  2.51353  4.37918  5.42390
C  1.87848  3.10390  5.33470
C  1.12701  1.61294  5.38659
C  1.01673  1.24352  7.01419
O  2.19330  0.41153  7.33088
C  1.81742  -0.95221  7.73496
C  -0.42182  1.68675  4.84542
S  -0.64443  3.46380  4.18019
C  -2.46097  3.83636  3.91803
C  -2.89746  3.09886  2.50026
O  1.94326  0.54316  4.79280
C  2.05117  0.66292  3.33082
C  1.42787  -0.76885  2.72155
S  1.94624  -2.08175  3.95054
O  1.96290  -0.88304  1.37718
C  1.55599  -2.05741  0.62462
C  2.75807  -3.21305  0.76055
C  4.27273  -2.57526  0.77882
O  4.69188  -2.01433  2.07605
Si  6.17811  -1.08660  1.95664
C  7.62750  -2.34516  1.76749
C  6.52867  -0.10971  3.62449
C  6.21387  0.23368  0.55647
C  1.61632  -1.59102  -0.98189
C  1.17501  -2.76394  -2.03125
C  2.32748  -2.92184  -3.23317
O  2.63059  -1.96603  -4.11475
O  3.05368  -4.23140  -3.31410
C  0.11752  -2.72714  0.98134
B  -1.21099  -1.85008  0.50697
O  -1.98898  -0.96857  1.44779
O  -1.71602  -1.82726  -0.91106
H  3.01705  5.32502  5.94420
H  0.04085  0.58331  7.20199
H  0.89462  2.19343  7.68934
H  0.98913  -1.45480  7.07134
H  2.79633  -1.61933  7.59174
H  1.52323  -0.98650  8.88953
H  -0.65691  0.98768  3.93589
H  -1.22517  1.48411  5.67306
H  -3.13008  3.53933  4.83332
H  -2.58721  4.98712  3.74683
H  -2.07013  2.27315  2.28899
H  -2.93024  3.90849  1.64977
H  -3.94313  2.56071  2.61422
H  1.54489  1.61067  2.86839
H  3.21066  0.67003  3.07839
H  0.26768  -0.64215  2.81844
H  0.92023  -2.27867  4.91730
H  2.65719  -3.83592  1.77392
H  2.73263  -4.00737  -0.09732
H  5.01076  -3.49053  0.57010
H  4.45174  -1.82313  -0.10408
H  7.66663  -2.63360  0.61318
H  8.61320  -1.82878  2.13099
H  7.43524  -3.28098  2.46411
H  6.24389  -0.73284  4.57834
H  5.97303  0.94516  3.58597
H  7.69063  0.16184  3.58946
H  6.45344  1.33471  0.91941
H  5.20826  0.24454  -0.07351
H  7.05210  -0.11810  -0.21759
H  2.71861  -1.25704  -1.29613
H  0.95037  -0.62062  -1.18263
H  1.05887  -3.83499  -1.57499
H  0.17883  -2.46211  -2.60402
H  2.36143  -4.95370  -3.52135
H  0.05188  -3.74238  0.35549
H  -0.04909  -3.03982  2.09629
H  -2.77541  -0.57324  0.92962
H  -1.46809  -0.93373  -1.32019
C  -6.37816  -2.04070  -1.49734
N  -5.88316  -0.88874  -0.77208
C  -6.74450  -0.25487  0.20460
C  -4.62007  -0.37666  -0.98113
O  -4.14160  0.59087  -0.40407
H  -7.27550  -1.75117  -2.05188
H  -6.62818  -2.82908  -0.78149
H  -5.62867  -2.41728  -2.19876
H  -6.89864  0.78990  -0.08188
H  -6.25446  -0.28302  1.18251
H  -7.70816  -0.76780  0.26044
H  -4.04953  -0.93218  -1.74324
C  2.90848  -3.19853  -7.06442
N  2.42369  -2.60550  -8.29378
C  2.56806  -3.34491  -9.53072
C  1.82997  -1.36136  -8.32460
O  1.40014  -0.80426  -9.32606
H  3.98151  -3.38752  -7.16156
H  2.38369  -4.14339  -6.89617
H  2.73651  -2.53571  -6.21198
H  3.16759  -2.75446  -10.23023
H  1.57735  -3.50688  -9.96603
H  3.05338  -4.30769  -9.35083
H  1.77034  -0.88659  -7.33164
C  2.92888  -8.31375  4.90832
N  2.87622  -7.19431  3.99065
C  2.62376  -5.86940  4.51837
C  3.05842  -7.34894  2.63263
O  3.02649  -6.44805  1.80473
H  1.96965  -8.39061  5.42845
H  3.72699  -8.13821  5.63542
H  3.12571  -9.24959  4.37822
H  1.71603  -5.46948  4.05635
H  3.46510  -5.21832  4.26247
H  2.50074  -5.90301  5.60399
H  3.24330  -8.39488  2.33804
C  -2.68902  3.05619  -2.33784
N  -2.59373  4.50070  -2.38615
C  -3.55199  5.23795  -3.18353
C  -1.62150  5.19582  -1.69847
O  -1.48546  6.41218  -1.69642
H  -2.58266  2.66023  -3.35198
H  -3.66840  2.77922  -1.93713
H  -1.90772  2.63025  -1.70247
H  -3.01458  5.81362  -3.94325
H  -4.09527  5.93193  -2.53509
H  -4.25708  4.55704  -3.66733
H  -0.94597  4.54029  -1.12498
C  -1.89100  1.64414  -6.79179
N  -2.57601  0.38209  -6.60201
C  -1.97528  -0.82538  -7.12998
C  -3.78000  0.29308  -5.93582
O  -4.40949  -0.73844  -5.74148
H  -1.77590  1.82676  -7.86416
H  -0.90488  1.58583  -6.32205
H  -2.45295  2.46912  -6.34551
H  -2.66754  -1.28522  -7.84180
H  -1.80052  -1.52495  -6.30700
H  -1.02928  -0.59983  -7.62904
H  -4.14755  1.26794  -5.57596
C  -6.66371  1.74592  7.50821
N  -6.28294  2.01166  6.13619
C  -6.26458  0.91441  5.19104
C  -5.93778  3.27382  5.70128
O  -5.60733  3.56584  4.55954
H  -5.97046  1.01390  7.93260
H  -7.67917  1.33954  7.52141
H  -6.63449  2.65860  8.10964
H  -5.25471  0.81430  4.78176
H  -6.95542  1.13832  4.37260
H  -6.55951  -0.01915  5.67719
H  -5.98492  4.03328  6.49874
C  -9.03566  -0.63426  -6.23967
N  -8.93637  -1.95946  -5.66344
C  -9.93360  -2.94992  -6.01291
C  -7.92450  -2.30816  -4.79405
O  -7.78292  -3.40663  -4.27313
H  -9.99284  -0.19223  -5.94815
H  -8.98712  -0.71747  -7.32925
H  -8.22261  0.00899  -5.89223
H  -10.43708  -3.28494  -5.10097
H  -9.43616  -3.80763  -6.47566
H  -10.66739  -2.53122  -6.70651
H  -7.22156  -1.48254  -4.59611
C  2.02752  5.33875  -6.79276
N  0.98172  5.14696  -5.80912
C  1.28900  5.36564  -4.41078
C  -0.29531  4.76340  -6.16042
O  -1.22248  4.58429  -5.38177
H  2.85228  4.65543  -6.57048
H  2.38208  6.37195  -6.73563
H  1.65984  5.14080  -7.80330
H  1.10077  4.44120  -3.85640
H  0.63290  6.14967  -4.02080
H  2.33334  5.66366  -4.28680
H  -0.42106  4.62441  -7.24662
C  8.69586  4.48415  6.69576
N  8.63980  3.43194  5.70191
C  7.92884  3.67700  4.46413
C  9.24059  2.20606  5.89578
O  9.23110  1.27670  5.09939
H  7.67623  4.74118  6.99717
H  9.18007  5.36093  6.25611
H  9.26087  4.16574  7.57606
H  7.12544  2.94090  4.36362
H  8.62218  3.55787  3.62608
H  7.50796  4.68575  4.45362
H  9.75308  2.12527  6.86829

=====

# 2
DFT (the ωB97M-V functional and the def2-TZVPD basis) results for a 7-piece molecular cluster, C47H110NOSi overall.

2S+1 ... 1
HOMO energy ... -11.72 eV
Frontier orbital gap ... 0.3198 Ha
Energy ... -61933.7094 eV
Charge ... +1
Max |F| ... 1.39 eV Å⁻¹

Geometry (Å):
C  9.50105  -2.83169  3.06237
C  8.10999  -2.25581  3.32922
C  7.60010  -1.38982  2.15597
C  7.42396  0.08705  2.52752
C  7.91022  0.96929  1.37349
C  6.02460  0.57955  2.90434
N  5.54636  0.49753  4.32584
C  4.17296  1.14155  4.20006
O  3.84306  1.15535  2.84002
C  4.74326  0.19988  2.18215
Si  3.79155  -1.48782  2.42485
C  2.10540  -1.27671  3.22434
C  3.44969  -2.15488  0.70162
C  4.70892  -2.83928  3.36421
H  9.96247  -3.09835  4.01008
H  9.46197  -3.73746  2.46504
H  10.15586  -2.10963  2.58049
H  8.17701  -1.66680  4.24396
H  7.46414  -3.10301  3.51865
H  6.72618  -1.81871  1.67018
H  8.39450  -1.42088  1.41739
H  8.08743  0.28853  3.37069
H  7.51529  0.60600  0.42709
H  8.99314  0.97074  1.31894
H  7.60310  2.00844  1.47235
H  6.07895  1.65581  2.74934
H  6.14144  1.07399  4.92270
H  5.58602  -0.44116  4.73096
H  3.41756  0.71788  4.85503
H  4.33082  2.18306  4.47506
H  4.83235  0.35914  1.11469
H  1.77574  -0.25121  3.37085
H  2.04530  -1.79582  4.17828
H  1.37129  -1.73690  2.56789
H  2.98194  -3.12824  0.83116
H  4.32707  -2.22894  0.06749
H  2.69636  -1.51317  0.25147
H  5.46061  -3.29884  2.73968
H  3.96852  -3.61592  3.55139
H  5.11296  -2.57814  4.34145
C  -0.43121  -6.21108  0.35676
C  0.05248  -5.05256  -0.51032
C  -0.09682  -3.68869  0.15991
C  -1.53182  -3.28343  0.50272
C  -2.50132  -3.23983  -0.67561
C  -2.12607  -2.21075  -1.73700
H  -1.49777  -6.13675  0.57199
H  -0.26516  -7.16430  -0.14574
H  0.10521  -6.23690  1.30810
H  -0.47847  -5.06253  -1.46530
H  1.10883  -5.20752  -0.74848
H  0.35547  -2.92714  -0.48368
H  0.48895  -3.68476  1.08804
H  -1.50980  -2.29530  0.97622
H  -1.92692  -3.96786  1.25903
H  -3.49371  -2.99450  -0.28901
H  -2.58891  -4.22880  -1.13272
H  -2.06833  -1.21015  -1.30280
H  -2.87873  -2.18870  -2.52584
H  -1.16658  -2.43718  -2.20544
C  -4.12998  -2.66992  6.55494
C  -4.28616  -1.46119  5.63695
C  -3.66303  -1.66113  4.25697
C  -2.15273  -1.89123  4.24870
C  -1.32396  -0.78412  4.89827
C  -1.47217  0.56923  4.20835
H  -3.08108  -2.88381  6.76803
H  -4.62831  -2.49665  7.50922
H  -4.57243  -3.56026  6.10397
H  -3.86153  -0.57649  6.12014
H  -5.35121  -1.25401  5.50677
H  -3.89929  -0.79420  3.63210
H  -4.14411  -2.51647  3.77215
H  -1.83281  -2.00943  3.20740
H  -1.92141  -2.83997  4.74181
H  -0.27224  -1.08441  4.86104
H  -1.57637  -0.68667  5.95741
H  -1.19776  0.50118  3.15270
H  -0.82540  1.31522  4.67522
H  -2.49427  0.94360  4.26853
C  12.13465  0.73633  2.87903
C  13.57726  1.17131  2.64469
C  13.70196  2.60699  2.13875
C  13.03664  2.87401  0.78757
C  13.53184  1.99397  -0.35928
C  15.01516  2.17500  -0.66692
H  11.54989  0.73755  1.95598
H  12.09917  -0.27728  3.28417
H  11.64585  1.39932  3.59812
H  14.05806  0.48018  1.94802
H  14.12678  1.08643  3.58500
H  14.76080  2.87066  2.08320
H  13.26497  3.28326  2.88065
H  13.19684  3.92377  0.52501
H  11.95245  2.75268  0.88401
H  12.95453  2.23950  -1.25450
H  13.32766  0.94098  -0.14436
H  15.23734  3.21457  -0.91418
H  15.30978  1.55941  -1.51727
H  15.64203  1.88576  0.17769
C  -7.22914  -1.57858  2.50700
C  -6.63214  -0.44118  1.68341
C  -6.87970  0.94158  2.28254
C  -8.35113  1.34245  2.39205
C  -9.11917  1.32584  1.07141
C  -8.57082  2.30443  0.03681
H  -8.31620  -1.51237  2.56498
H  -6.98360  -2.54288  2.05924
H  -6.83293  -1.57044  3.52514
H  -7.01949  -0.48724  0.66193
H  -5.55142  -0.59496  1.60635
H  -6.34226  1.68621  1.68799
H  -6.43356  0.97887  3.28258
H  -8.40523  2.34700  2.82285
H  -8.85705  0.68442  3.10414
H  -10.16196  1.57926  1.27763
H  -9.12871  0.31624  0.65196
H  -8.57948  3.32556  0.42323
H  -9.17623  2.28560  -0.87024
H  -7.54659  2.05845  -0.24938
C  -5.86487  0.61599  -2.22478
C  -4.42907  1.01339  -2.55586
C  -4.28343  2.47258  -2.98313
C  -5.04310  2.84856  -4.25580
C  -4.67900  2.02350  -5.48868
C  -3.21970  2.16982  -5.90964
H  -6.51864  0.70240  -3.09362
H  -5.91018  -0.41976  -1.88367
H  -6.27048  1.24718  -1.43097
H  -4.03575  0.35034  -3.33164
H  -3.80775  0.84847  -1.67068
H  -3.22100  2.70007  -3.11094
H  -4.63076  3.11621  -2.16853
H  -4.86072  3.90635  -4.46899
H  -6.11858  2.76131  -4.07751
H  -5.31623  2.34658  -6.31634
H  -4.90893  0.96775  -5.32061
H  -2.97608  3.21438  -6.11384
H  -3.02141  1.59751  -6.81705
H  -2.53805  1.80592  -5.13883
C  -6.53937  1.92393  -9.66010
C  -7.22189  3.23602  -9.28408
C  -8.17159  3.10735  -8.09487
C  -9.35321  2.15988  -8.30595
C  -10.24705  2.50255  -9.49653
C  -10.91984  3.86705  -9.37893
H  -7.26082  1.16985  -9.97778
H  -5.83969  2.07441  -10.48338
H  -5.97837  1.52052  -8.81370
H  -7.75413  3.63392  -10.15209
H  -6.45393  3.97315  -9.03402
H  -8.54440  4.10097  -7.83062
H  -7.60202  2.76114  -7.22562
H  -9.96010  2.15513  -7.39510
H  -8.98375  1.13712  -8.42418
H  -11.02075  1.73471  -9.57716
H  -9.67334  2.45522  -10.42600
H  -11.52351  3.92675  -8.47110
H  -11.57801  4.04671  -10.22990
H  -10.18957  4.67728  -9.35461

=====

Question: Look up the max |F| of the first one.
Answer: 9.98 eV Å⁻¹